ORCA calculation (ωB97M-V/def2-TZVPD) on C13H22ClI2NOPYb as an isolated structure at a distorted geometry.

Properties
**HOMO level**: -0.50108 Eh
**<S²>**: 0.751
**Net charge**: +2
**Spin multiplicity**: 2
**Energy**: -86902.7346 eV

XYZ file:
```
42
C13H22ClI2NOPYb (ωB97M-V/def2-TZVPD)
H 1.403 -5.491 2.896
H 0.975 2.344 -2.685
H -1.853 -3.653 2.325
H -1.863 1.683 -2.846
H -2.916 1.948 -1.427
H -1.071 4.336 0.043
H -1.670 -5.447 2.343
C 3.876 -2.174 -0.915
H 1.660 2.934 -1.152
C 0.911 -5.572 1.920
C -1.177 -4.487 2.563
H 1.641 -5.632 1.105
H 1.102 -3.045 2.953
H 4.986 -3.795 -0.022
C -2.012 2.298 -1.946
H -1.810 3.047 1.017
Cl 2.008 1.356 1.369
C 1.634 -1.885 -0.107
I -4.238 -3.079 -3.963
H -0.074 -2.288 1.856
P -0.575 2.092 -0.844
C -1.551 -0.909 -1.022
H 0.500 3.945 -2.059
H -0.066 3.362 1.145
H 3.237 -4.298 1.653
C 3.067 -3.521 0.904
O -2.439 -1.401 -1.550
Yb 0.247 -0.164 0.700
C 4.066 -3.212 -0.020
C 0.761 2.918 -1.778
C 2.657 -1.464 -0.926
H -0.877 -4.450 3.615
C 0.742 -3.049 1.909
H 0.265 -6.459 1.898
N 0.049 -4.380 1.720
C 1.832 -2.822 0.885
H 4.685 -1.901 -1.600
C -0.915 3.333 0.454
H 2.563 -0.581 -1.557
H -0.249 -4.397 0.728
H -2.161 3.348 -2.252
I -5.738 -2.625 -1.761
```

ORCA calculation (ωB97M-V/def2-TZVPD) on one molecule with the formula C7H17NSi at a distorted geometry.

Properties
**HOMO level (spin up / spin down)**: -0.19474 / -0.32666 Eh
**<S²>**: 2.005
**Spin multiplicity**: 3
**Relative energy (zero: lowest compared OMol25 entry of this formula, charge and spin)**: 36.67 kcal/mol
**Energy**: -16897.2508 eV

XYZ file:
```
26
C7H17NSi (ωB97M-V/def2-TZVPD)
H 1.844 0.760 -1.044
Si -0.189 0.192 -0.361
H -2.840 -0.250 1.418
C 2.242 -1.380 -0.689
C 1.740 0.001 -0.228
C -1.601 2.679 -0.294
C -2.666 -1.059 0.705
H -0.633 -1.269 1.532
H 1.277 -0.215 1.805
H -0.328 2.064 1.266
H -3.079 -1.995 1.019
C -1.116 -1.167 0.536
N -0.561 0.369 -2.072
H -1.722 3.662 0.044
C -0.842 1.804 0.325
H 3.136 -0.054 1.408
H 2.266 -2.075 0.149
H 1.696 -1.766 -1.621
H -0.892 -2.186 0.274
H -2.215 2.370 -1.132
H -3.332 -0.794 -0.159
C 2.094 0.284 1.227
H 0.069 0.711 -2.837
H 3.274 -1.535 -0.999
H -1.347 -0.116 -2.306
H 2.313 1.379 1.378
```

ORCA calculation (ωB97M-V/def2-TZVPD) on C24H17N5O2PtS as an isolated structure.

Properties
**HOMO level (spin up / spin down)**: -0.24487 / -0.31065 Eh
**<S²>**: 2.006
**Spin multiplicity**: 3
**Relative energy (zero: lowest compared OMol25 entry of this formula, charge and spin)**: 0.00 kcal/mol
**Energy**: -50791.1837 eV

XYZ file:
```
50
C24H17N5O2PtS (ωB97M-V/def2-TZVPD)
C -3.727 1.720 0.281
C -2.647 3.338 -1.119
H -2.653 4.307 -1.604
C -1.558 2.490 -1.288
H -4.576 3.624 -0.210
C -1.531 -2.402 1.121
H -3.815 -3.921 3.152
C 1.379 2.600 2.581
H 0.332 -3.239 0.464
N 1.690 0.249 -1.927
N 2.394 -0.323 -4.106
C -2.530 -0.445 0.709
C -0.557 -3.397 1.063
C 3.486 0.491 -3.958
H 4.157 0.523 -4.806
C 1.572 1.795 3.694
C -2.697 -2.595 1.867
H 1.534 3.668 2.630
N 2.297 2.825 5.956
C -2.630 0.879 0.105
C 0.973 -0.081 2.364
C 0.989 2.004 1.395
H -2.081 -5.676 3.059
S -3.713 -1.191 1.728
H 2.163 -2.152 -5.111
H -0.029 -5.352 1.734
H 2.930 -0.843 -6.041
Pt 0.060 -0.161 -0.682
O 2.855 1.778 -0.712
C 1.977 2.371 4.951
H 1.177 -0.831 -5.736
C -1.937 -4.751 2.518
H 0.844 2.581 0.495
H -4.570 1.412 0.891
C -3.733 2.957 -0.334
H 4.555 1.844 -2.735
C 1.480 -0.448 -3.076
C -1.524 1.239 -0.679
H 0.798 -1.141 2.229
C 3.698 1.199 -2.842
C -2.912 -3.773 2.575
O 0.488 -1.168 -3.208
N 0.789 0.691 1.295
H 1.512 -0.231 4.435
C 2.151 -1.084 -5.321
C -0.771 -4.565 1.767
N -1.470 -1.173 0.490
C 2.744 1.118 -1.739
H -0.728 2.811 -1.908
C 1.367 0.424 3.588
```

energy of number 3 (C24H17N5O2PtS)? -50791.1837 eV

Among the records above, which one has the highest <S²>? C24H17N5O2PtS